ORCA calculation (ωB97M-V with the def2-TZVPD basis set) on the molecule C5H7NO.

Each line ends with the Löwdin charge.
Geometry (Å):
O 1.693 1.640 -1.333  0.114
N 0.219 -1.032 0.000  -0.081
C -0.208 0.019 -0.990  -0.192
C 1.143 0.705 -0.822  -0.335
C -0.891 -0.618 0.901  -0.161
C -1.309 0.539 -0.036  -0.088
C 1.508 -0.334 0.247  -0.074
H -1.639 -1.414 0.960  0.106
H 1.660 0.062 1.261  0.124
H -0.500 -0.298 -1.996  0.145
H 2.375 -0.948 -0.026  0.120
H -2.325 0.482 -0.432  0.102
H -0.588 -0.354 1.921  0.108
H -1.137 1.551 0.346  0.111

- charge = 0
- HOMO energy (eV) = -9.27
- gap between HOMO and LUMO (hartree) = 0.375
- lowest unoccupied orbital energy (eV) = 0.92
- SMILES = O=C1CN2CC[C@@H]12